Record 1
Formula: C3H11NOS
Source: the Open Molecules 2025 dataset
Level of theory: the ωB97M-V functional and the def2-TZVPD basis

Structure (ORCA input):
```
! RIJCOSX wB97M-V def2-TZVPD def2/J DEFGRID3
* xyz -1 2
C 1.10210 0.05842 -2.09920
C 0.38910 0.44746 -0.80037
C 1.30357 0.21571 0.41183
S 0.69242 0.89524 1.98874
N -0.88346 -0.25962 -0.76448
H 1.99511 0.68962 -2.19236
H 0.45725 0.29857 -2.93743
H 1.37348 -0.99162 -2.14425
H 0.19557 1.52206 -0.82652
H 1.49901 -0.84726 0.54901
H 2.21278 0.79354 0.23208
H -0.41305 0.13645 2.18810
H -1.51675 -0.18473 0.01795
H -0.79367 -1.20664 -1.08553
H -2.74949 -0.30441 3.23719
H -2.59915 -0.46072 1.68256
O -2.26482 -0.80207 2.54267
*
```

Summary:
Energy relative to the best compared isomer or geometry (same formula, charge and spin) in eV: 0.0560
E_LUMO (alpha / beta) in eV: 3.3 / 3.4
HOMO level (alpha / beta) in eV: 0.745 / -5.410

Löwdin atomic charge list, values in e, 4 entries: atom 1 (C): -0.09, atom 2 (C): -0.56, atom 3 (C): -0.59, atom 4 (S): 0.42

Record 2
Formula: C3H11NOS
Source: the Open Molecules 2025 dataset
Level of theory: the ωB97M-V functional and the def2-TZVPD basis

Structure (ORCA input):
```
! RIJCOSX wB97M-V def2-TZVPD def2/J DEFGRID3
* xyz -1 2
C -0.20991 1.33878 0.36755
C 0.53617 0.71651 -0.83219
C 1.67101 -0.03652 -0.25944
S 2.57034 -0.89357 -1.57590
N -1.62222 1.60843 0.08184
H 0.20876 2.23230 0.71719
H -0.23737 0.64221 1.23255
H -0.13973 0.31435 -1.59303
H 0.98100 1.54295 -1.45408
H 1.46719 -1.03651 0.21629
H 2.26081 0.64597 0.41395
H 3.31833 -1.63750 -0.75048
H -1.79365 2.26220 -0.63997
H -2.11045 0.72237 0.09712
H -2.40554 -2.03426 1.31543
H -1.83414 -3.42692 1.30507
O -2.66059 -2.96080 1.35811
*
```

Summary:
Energy relative to the best compared isomer or geometry (same formula, charge and spin) in eV: 1.0522
E_LUMO (alpha / beta) in eV: 3.2 / 3.4
HOMO level (alpha / beta) in eV: 0.882 / -5.538

Löwdin atomic charge list, values in e, 4 entries: atom 1 (C): -0.36, atom 2 (C): -0.36, atom 3 (C): -0.70, atom 4 (S): 0.51

Record 3
Formula: C3H11NOS
Source: the Open Molecules 2025 dataset
Level of theory: the ωB97M-V functional and the def2-TZVPD basis

Structure (ORCA input):
```
! RIJCOSX wB97M-V def2-TZVPD def2/J DEFGRID3
* xyz 0 1
N -0.86302 -2.52245 0.73022
C 0.23087 -1.51679 0.33224
C 0.12492 -0.06101 0.70442
C 1.44789 0.62434 0.48851
S 0.89340 2.44874 0.57801
H -1.21114 -3.02306 -0.08965
H -1.73794 -2.08934 1.14450
H 1.18436 -1.85066 0.80402
H 0.26810 -1.72152 -0.69824
H -0.55939 0.22948 -0.12821
H -0.37224 0.09855 1.76791
H 1.87678 0.40907 -0.46905
H 2.22697 0.51048 1.18491
H 2.10064 3.06347 0.29022
O -2.35153 -1.21669 -2.69330
H -2.54138 -0.64808 -3.40318
H -1.49781 -1.04678 -2.36748
*
```

Summary:
Energy relative to the best compared isomer or geometry (same formula, charge and spin) in eV: 1.4670
E_LUMO in eV: 0.6
HOMO level in eV: -9.147

Löwdin atomic charge list, values in e, 4 entries: atom 1 (N): -0.02, atom 2 (C): -0.30, atom 3 (C): -0.35, atom 4 (C): -0.50

Record 4
Formula: C3H11NOS
Source: the Open Molecules 2025 dataset
Level of theory: the ωB97M-V functional and the def2-TZVPD basis

Structure (ORCA input):
```
! RIJCOSX wB97M-V def2-TZVPD def2/J DEFGRID3
* xyz 0 1
C 1.68660 -1.62546 1.39432
C 0.89831 -0.55804 0.65915
N 0.57270 0.52407 1.63156
C -0.26319 -1.04298 -0.19726
S -0.50106 -0.13747 -1.77349
H 2.30551 -1.16624 2.16821
H 1.13730 -2.50688 1.71116
H 2.51129 -1.93354 0.74081
H 1.60695 0.01458 0.05214
H -0.06012 1.19586 1.20895
H 0.04208 0.19094 2.42375
H -1.18182 -0.93325 0.37962
H -0.12161 -2.10171 -0.41714
H 0.69314 0.48285 -1.71192
O -1.59794 2.38655 0.08695
H -1.95431 3.01800 0.71746
H -1.76988 2.74184 -0.81578
*
```

Summary:
Energy relative to the best compared isomer or geometry (same formula, charge and spin) in eV: 0.6234
E_LUMO in eV: 0.7
HOMO level in eV: -8.797

Löwdin atomic charge list, values in e, 4 entries: atom 1 (C): -0.07, atom 2 (C): -0.52, atom 3 (N): 0.02, atom 4 (C): -0.52

Record 5
Formula: C3H11NOS2
Source: the Open Molecules 2025 dataset
Level of theory: the ωB97M-V functional and the def2-TZVPD basis

Structure (ORCA input):
```
! RIJCOSX wB97M-V def2-TZVPD def2/J DEFGRID3
* xyz -1 2
N -1.26934 -1.75358 -0.14117
C -0.04640 -1.58948 -0.91708
C -0.13056 -0.42451 -1.91120
S 0.77983 1.09481 -1.51722
S 0.80000 0.94340 0.85027
C -0.86157 1.61598 1.13948
H -1.67133 -2.67041 -0.27778
H -1.15040 -1.72215 0.86044
H 0.84268 -1.42163 -0.28841
H 0.09884 -2.50256 -1.50266
H 0.26598 -0.71240 -2.89320
H -1.19460 -0.27652 -2.11119
H -0.87175 2.70067 1.23778
H -1.50023 1.34942 0.29700
H -1.27613 1.17136 2.03968
H 0.43670 -1.31483 2.74208
H -0.32760 -2.02857 3.85347
O -0.35414 -1.85739 2.90617
*
```

Summary:
Energy relative to the best compared isomer or geometry (same formula, charge and spin) in eV: 0.3773
E_LUMO (alpha / beta) in eV: 3.4 / 3.2
HOMO level (alpha / beta) in eV: -0.713 / -3.344

Löwdin atomic charge list, values in e, 4 entries: atom 1 (N): -0.01, atom 2 (C): -0.40, atom 3 (C): -0.67, atom 4 (S): 0.26

Record 6
Formula: C3H11NOS2
Source: the Open Molecules 2025 dataset
Level of theory: the ωB97M-V functional and the def2-TZVPD basis

Structure (ORCA input):
```
! RIJCOSX wB97M-V def2-TZVPD def2/J DEFGRID3
* xyz 0 1
S 1.74245 -3.02816 1.68654
S -1.42054 2.88267 -2.23098
C -0.21774 1.73102 -1.49718
C -0.77090 0.69949 -0.47679
N 0.26233 -0.05708 0.21125
C 0.91242 -1.13253 -0.55310
H -2.28074 2.11182 -2.81698
H 0.24817 2.44588 -0.83112
H 0.45285 1.35290 -2.30941
H -1.06577 1.39538 0.32557
H -1.66712 0.17607 -0.82081
H -0.18418 -0.55303 1.08611
H 0.17001 -1.87417 -0.84002
H 1.50691 -0.66627 -1.37620
H 1.61138 -1.61935 0.14823
H 0.39486 -1.85490 2.89102
H 0.10173 -1.06315 4.16435
O 0.20390 -0.94658 3.23952
*
```

Summary:
Energy relative to the best compared isomer or geometry (same formula, charge and spin) in eV: 4.9277
E_LUMO in eV: -3.7
HOMO level in eV: -9.161

Löwdin atomic charge list, values in e, 4 entries: atom 1 (S): 0.34, atom 2 (S): 0.70, atom 3 (C): -0.56, atom 4 (C): -0.31

Record 7
Formula: C3H11NOS2
Source: the Open Molecules 2025 dataset
Level of theory: the ωB97M-V functional and the def2-TZVPD basis

Structure (ORCA input):
```
! RIJCOSX wB97M-V def2-TZVPD def2/J DEFGRID3
* xyz 0 1
C 0.32631 2.00083 0.29193
N 1.06805 0.75219 0.46110
C 0.94146 0.06943 1.73516
C -0.49389 -0.37685 2.17496
S -0.65784 -2.10194 2.50274
S -0.40277 -2.84691 0.54578
H -0.72420 1.88727 0.53085
H 0.51180 2.32633 -0.75550
H 0.59313 2.97359 0.85493
H 2.04247 0.88849 0.22247
H 1.64896 -0.75699 1.68870
H 1.48970 0.60794 2.56090
H -1.14642 -0.02284 1.38004
H -0.69621 0.22608 3.05590
H 0.72661 -2.10949 0.33398
O -1.47259 -1.12463 -5.73222
H -1.73877 -0.54265 -6.42934
H -2.01578 -1.84985 -5.42236
*
```

Summary:
Energy relative to the best compared isomer or geometry (same formula, charge and spin) in eV: 1.3123
E_LUMO in eV: 0.5
HOMO level in eV: -8.509

Löwdin atomic charge list, values in e, 4 entries: atom 1 (C): -0.15, atom 2 (N): -0.14, atom 3 (C): -0.34, atom 4 (C): -0.61

Record 8
Formula: C3H11NOS2
Source: the Open Molecules 2025 dataset
Level of theory: the ωB97M-V functional and the def2-TZVPD basis

Structure (ORCA input):
```
! RIJCOSX wB97M-V def2-TZVPD def2/J DEFGRID3
* xyz 1 2
N -2.49390 -0.37573 1.18582
C -1.60928 0.73642 0.73397
C -1.31931 0.60461 -0.73252
S -0.00054 -0.48170 -1.01279
S 1.49366 0.80233 -1.00847
C 2.68136 1.12392 -2.43299
H -2.00224 -1.18944 1.32058
H -2.95513 -0.16351 1.97302
H -2.24404 1.74128 0.89923
H -0.75063 0.98963 1.39138
H -2.25852 0.22203 -1.25144
H -1.09138 1.61410 -1.16324
H 2.73979 2.13309 -2.77593
H 3.64305 0.74675 -2.01224
H 2.40636 0.47214 -3.21224
H 0.47127 -3.14404 2.61820
H 1.99595 -3.17836 2.59709
O 1.29353 -2.65352 2.88257
*
```

Summary:
Energy relative to the best compared isomer or geometry (same formula, charge and spin) in eV: 1.4918
E_LUMO (alpha / beta) in eV: -4.7 / -8.0
HOMO level (alpha / beta) in eV: -13.306 / -13.301

Löwdin atomic charge list, values in e, 4 entries: atom 1 (N): 0.05, atom 2 (C): -0.34, atom 3 (C): -0.58, atom 4 (S): 0.74